(1)
Here is a cluster of 2 separate species, C4H13N2O in total from the OMol25 dataset. Energies are from ωB97M-V with the def2-TZVPD basis set.

Geometry as XYZ:
```
20
C4H13N2O (ωB97M-V with the def2-TZVPD basis set)
C 1.460 -0.831 -0.498
C 0.581 -1.434 0.599
C -0.519 -0.521 1.150
N -1.520 -0.251 0.121
C -1.261 0.646 -0.896
N -2.152 0.818 -1.953
H 1.052 -1.051 -1.480
H 1.830 0.128 -0.170
H 2.407 -1.391 -0.571
H 0.124 -2.338 0.189
H 1.176 -1.737 1.469
H -1.061 -0.925 2.005
H -0.093 0.426 1.510
H -2.383 -0.755 0.203
H -0.345 1.159 -0.910
H -1.833 0.998 -2.887
H -3.031 0.330 -1.914
H 1.842 2.541 0.628
H 2.191 2.193 2.042
O 1.534 1.996 1.362
```

- 2S+1: 2
- Gap between HOMO and LUMO (alpha / beta): 4.98 / 9.04 eV
- ⟨S²⟩: 0.75

(2)
Here is a cluster of 2 separate species, C4H13N2O in total from the OMol25 dataset. Energies are from ωB97M-V with the def2-TZVPD basis set.

Geometry as XYZ:
```
20
C4H13N2O (ωB97M-V with the def2-TZVPD basis set)
C 0.822 -0.686 -2.201
C 1.550 0.552 -1.619
N -0.642 -0.714 -1.824
H 1.058 -0.725 -3.261
H 1.423 -1.512 -1.781
H 1.386 0.656 -0.551
H 1.242 1.448 -2.177
H -1.125 0.085 -2.304
H -1.029 -1.631 -2.208
H -0.711 -0.499 -0.799
H 2.644 0.605 -1.697
C 0.457 0.953 2.379
C -0.590 0.326 1.540
O -1.108 0.811 0.525
N -0.722 -1.059 1.639
H 0.768 1.917 1.939
H 1.445 0.505 2.368
H -1.424 -1.362 0.984
H -0.341 -1.682 2.331
H 0.113 1.289 3.359
```

- 2S+1: 2
- Gap between HOMO and LUMO (alpha / beta): 3.83 / 11.15 eV
- ⟨S²⟩: 0.75

(3)
Here is a cluster of 2 separate species, C4H13N2O in total from the OMol25 dataset. Energies are from ωB97M-V with the def2-TZVPD basis set.

Geometry as XYZ:
```
20
C4H13N2O (ωB97M-V with the def2-TZVPD basis set)
C -3.058 -0.360 -0.604
C -1.799 0.351 -1.097
C -0.644 0.309 -0.149
C 0.424 -0.567 -0.319
N 1.228 -0.848 0.907
N -0.690 1.145 1.035
H -2.781 -1.092 0.153
H -3.777 0.274 -0.081
H -3.498 -0.854 -1.472
H -1.416 -0.047 -2.051
H -1.951 1.380 -1.475
H 0.412 -1.358 -1.048
H 1.113 -1.809 1.349
H 0.772 -0.219 1.594
H 2.201 -0.667 0.671
H -1.531 0.910 1.557
H -0.637 2.139 0.800
H 3.987 0.401 -0.884
H 4.502 -0.090 0.501
O 3.690 0.073 -0.023
```

- 2S+1: 2
- Gap between HOMO and LUMO (alpha / beta): 3.90 / 8.36 eV
- ⟨S²⟩: 0.76

What are the relative energies? In hartree: (1) 0.0000; (2) 0.0363; (3) 0.0553.

(1)
Here is a cluster of 3 separate species, C2H12NO2S in total from the OMol25 dataset. Energies are from ωB97M-V with the def2-TZVPD basis set.

Geometry as XYZ:
```
18
C2H12NO2S (ωB97M-V with the def2-TZVPD basis set)
C 1.605 -0.133 -0.415
C 0.774 -1.397 -0.239
S 0.241 -1.539 1.581
N 0.726 1.034 -0.620
H 2.331 -0.361 -1.159
H 2.281 0.176 0.391
H 1.389 -2.344 -0.355
H -0.129 -1.489 -0.896
H 1.400 -1.311 2.176
H -0.247 0.844 -0.973
H 1.072 1.735 -1.196
H 0.554 1.471 0.391
H -2.100 0.025 0.398
H -2.322 1.522 0.756
O -1.702 0.816 0.333
H -2.186 1.886 -1.444
H -1.062 2.641 -2.351
O -1.322 1.905 -1.929
```

- 2S+1: 1
- Gap between HOMO and LUMO: 9.51 eV
- Net charge: +1

(2)
Here is a cluster of 3 separate species, C2H12NO2S in total from the OMol25 dataset. Energies are from ωB97M-V with the def2-TZVPD basis set.

Geometry as XYZ:
```
18
C2H12NO2S (ωB97M-V with the def2-TZVPD basis set)
C 0.516 -0.635 0.806
C 0.301 -1.196 -0.571
S -0.261 0.226 -1.565
N -0.854 -0.096 1.353
H 0.851 -1.238 1.643
H 1.095 0.281 0.767
H 1.258 -1.529 -0.970
H -0.350 -2.069 -0.577
H 0.037 -0.227 -2.798
H -0.685 0.301 2.269
H -1.269 0.670 0.824
H -1.511 -0.869 1.464
H -3.413 2.945 -1.324
H -3.513 1.497 -1.368
O -2.915 2.185 -0.990
H 4.292 -1.150 1.695
H 3.623 -1.451 2.970
O 3.542 -0.844 2.246
```

- 2S+1: 1
- Gap between HOMO and LUMO: 9.75 eV
- Net charge: +1

(3)
Here is a cluster of 3 separate species, C2H12NO2S in total from the OMol25 dataset. Energies are from ωB97M-V with the def2-TZVPD basis set.

Geometry as XYZ:
```
18
C2H12NO2S (ωB97M-V with the def2-TZVPD basis set)
C 0.056 1.616 -0.027
C -0.033 0.518 -1.041
S 1.738 0.206 -1.577
N 0.086 1.034 1.352
H -0.809 2.289 0.038
H 0.858 2.297 -0.293
H -0.672 0.777 -1.889
H -0.281 -0.472 -0.679
H 1.413 -0.610 -2.585
H -0.736 0.452 1.521
H 0.212 1.717 2.101
H 0.857 0.371 1.505
H -1.118 -1.854 0.636
H -0.662 -3.208 0.272
O -0.329 -2.297 0.343
H -2.616 -0.956 2.766
H -3.349 -0.606 1.455
O -2.496 -0.678 1.852
```

- 2S+1: 1
- Gap between HOMO and LUMO: 9.18 eV
- Net charge: +1

What are the relative energies? In hartree: (1) 0.0396; (2) 0.0058; (3) 0.0000.

(1)
Here is a structure of composition C7H15N2 from the OMol25 dataset. Energies are from ωB97M-V with the def2-TZVPD basis set.

Geometry as XYZ:
```
24
C7H15N2 (ωB97M-V with the def2-TZVPD basis set)
C 1.792 -0.086 -0.072
C 1.553 -1.504 -0.304
C 0.111 -1.814 0.274
C -0.106 0.661 -0.024
C -0.329 1.091 1.396
C -0.022 1.651 -1.231
C -2.172 -0.677 -0.024
N 2.765 0.635 0.123
N -0.666 -0.695 -0.276
H 1.693 -1.590 -1.432
H 2.421 -1.917 0.275
H -0.405 -2.638 -0.171
H -0.070 -1.692 1.416
H -1.159 1.720 1.361
H 0.472 1.716 1.717
H -0.616 0.360 2.106
H -1.062 1.747 -1.590
H 0.559 1.341 -2.121
H 0.453 2.680 -0.981
H -2.190 -0.410 1.107
H -2.756 0.125 -0.571
H -2.667 -1.664 0.028
H 2.850 1.612 0.300
H -0.449 -0.651 -1.304
```

- 2S+1: 1
- Gap between HOMO and LUMO: 9.19 eV
- Net charge: +1

(2)
Here is a cluster of 2 separate species, C7H15N2 in total from the OMol25 dataset. Energies are from ωB97M-V with the def2-TZVPD basis set.

Geometry as XYZ:
```
24
C7H15N2 (ωB97M-V with the def2-TZVPD basis set)
C -1.370 -2.385 -0.083
C -2.193 -1.675 -0.794
C -0.483 -1.755 1.028
C -0.422 -0.258 0.753
C -1.418 0.198 -0.082
C -1.187 2.467 -0.077
C 3.152 -0.089 -0.056
N -1.888 1.280 -0.530
N 1.908 0.422 -0.806
H -1.429 -3.515 -0.308
H -3.004 -1.400 -1.554
H -0.880 -1.910 2.116
H 0.576 -2.188 1.020
H -0.265 0.169 1.774
H 0.594 0.112 0.361
H -1.444 3.497 -0.671
H -1.596 2.588 1.025
H -0.029 2.308 -0.030
H 2.754 -1.031 0.534
H 4.090 -0.233 -0.706
H 3.366 0.813 0.663
H -2.785 1.428 -0.950
H 1.883 -0.220 -1.579
H 2.069 1.375 -1.049
```

- 2S+1: 1
- Gap between HOMO and LUMO: 9.82 eV
- Net charge: +1

What are the relative energies? In hartree: (1) 0.0000; (2) 0.0702.

(1)
Here is a structure of composition C21H29BiN8O3S3 from the OMol25 dataset. Energies are from ωB97M-V with the def2-TZVPD basis set.

Geometry as XYZ:
```
65
C21H29BiN8O3S3 (ωB97M-V with the def2-TZVPD basis set)
Bi 0.096 -0.454 0.483
C 2.901 2.827 2.099
C 2.257 1.550 1.706
N 1.089 1.517 1.145
N 0.343 2.606 1.017
C -0.947 2.368 0.946
O -1.427 1.167 0.963
C -1.850 3.510 0.862
C -3.231 3.299 0.847
C -4.095 4.373 0.780
C -3.591 5.666 0.725
C -2.219 5.883 0.737
C -1.349 4.814 0.808
C 2.821 0.265 2.097
C 4.092 0.096 2.653
C 4.435 -1.140 3.179
C 3.514 -2.180 3.147
C 2.294 -1.949 2.535
N 1.975 -0.772 2.030
H 2.437 3.649 1.559
H 3.969 2.804 1.898
H 2.764 2.995 3.169
H -3.601 2.287 0.892
H -5.161 4.206 0.781
H -4.270 6.503 0.672
H -1.834 6.891 0.704
H -0.282 4.964 0.828
H 4.799 0.910 2.681
H 5.405 -1.291 3.629
H 3.746 -3.139 3.583
H 1.522 -2.702 2.455
C -2.081 -2.197 -2.859
C -2.529 -0.752 -2.961
S -2.154 0.194 -1.415
C -1.349 1.670 -2.118
C 0.010 1.482 -2.763
S 1.298 0.588 -1.779
C 1.750 -0.763 -2.943
C 0.631 -1.601 -3.527
S -0.380 -2.421 -2.240
H -2.685 -2.728 -2.124
H -2.168 -2.707 -3.819
H -2.062 -0.234 -3.795
H -3.610 -0.715 -3.101
H -2.039 2.083 -2.856
H -1.287 2.365 -1.282
H -0.061 0.972 -3.720
H 0.447 2.465 -2.931
H 2.305 -0.275 -3.748
H 2.435 -1.375 -2.354
H -0.045 -1.019 -4.152
H 1.086 -2.383 -4.141
N -1.813 -3.072 1.831
N -1.465 -4.336 1.345
C -0.329 -4.509 0.652
N -0.001 -5.705 0.185
N 0.392 -3.396 0.489
N 1.467 -3.339 -0.247
O 1.961 -4.299 -0.792
O 1.954 -2.202 -0.350
H -1.759 -3.043 2.846
H -2.752 -2.819 1.534
H -2.063 -5.138 1.534
H -0.561 -6.526 0.351
H 0.856 -5.785 -0.359
```

- 2S+1: 1
- Gap between HOMO and LUMO: 7.04 eV
- Net charge: +2

(2)
Here is a structure of composition C21H29BiN8O3S3 from the OMol25 dataset. Energies are from ωB97M-V with the def2-TZVPD basis set.

Geometry as XYZ:
```
65
C21H29BiN8O3S3 (ωB97M-V with the def2-TZVPD basis set)
Bi 0.627 -0.033 -0.420
C -1.895 -3.068 2.122
C -1.002 -2.397 1.134
N -0.756 -1.134 1.145
N -1.323 -0.346 2.113
C -0.895 0.893 2.068
O 0.009 1.329 1.233
C -1.415 1.850 3.064
C -2.422 1.479 3.956
C -2.904 2.396 4.872
C -2.385 3.685 4.906
C -1.382 4.059 4.023
C -0.897 3.145 3.102
C -0.325 -3.200 0.080
C -0.531 -4.564 -0.043
C 0.164 -5.260 -1.025
C 1.039 -4.579 -1.852
C 1.186 -3.211 -1.674
N 0.521 -2.546 -0.732
H -2.314 -2.338 2.804
H -1.339 -3.816 2.692
H -2.702 -3.592 1.607
H -2.820 0.475 3.916
H -3.686 2.110 5.561
H -2.763 4.398 5.626
H -0.979 5.062 4.054
H -0.112 3.425 2.413
H -1.215 -5.079 0.616
H 0.020 -6.326 -1.137
H 1.598 -5.090 -2.622
H 1.845 -2.626 -2.302
C -1.709 2.796 -1.117
C -0.771 3.258 -2.223
S 0.881 2.507 -2.135
C 1.153 1.874 -3.815
C 0.129 0.893 -4.369
S -0.133 -0.584 -3.334
C -1.940 -0.669 -3.228
C -2.631 0.557 -2.646
S -2.045 1.012 -0.989
H -2.675 3.293 -1.217
H -1.309 3.043 -0.132
H -0.644 4.336 -2.133
H -1.184 3.065 -3.211
H 2.135 1.408 -3.750
H 1.234 2.728 -4.488
H 0.481 0.543 -5.339
H -0.837 1.367 -4.528
H -2.133 -1.551 -2.614
H -2.336 -0.871 -4.223
H -3.697 0.349 -2.559
H -2.525 1.425 -3.292
N 2.097 -0.523 2.122
N 3.495 -0.532 2.057
C 4.124 -0.465 0.864
N 5.448 -0.478 0.857
N 3.294 -0.387 -0.184
N 3.788 -0.340 -1.452
O 4.969 -0.343 -1.717
O 2.897 -0.319 -2.305
H 1.774 0.322 2.583
H 1.777 -1.339 2.632
H 4.037 -0.489 2.907
H 5.982 -0.576 1.705
H 5.923 -0.411 -0.031
```

- 2S+1: 1
- Gap between HOMO and LUMO: 7.26 eV
- Net charge: +2

What are the relative energies? In hartree: (1) 0.0437; (2) 0.0000.

(1)
Here is a cluster of 2 separate species, C4H4 in total from the OMol25 dataset. Energies are from ωB97M-V with the def2-TZVPD basis set.

Geometry as XYZ:
```
8
C4H4 (ωB97M-V with the def2-TZVPD basis set)
C -0.878 0.014 -0.001
C -2.101 0.227 0.223
C 0.374 -0.796 -0.008
C 0.375 0.622 -0.226
H 0.684 -1.312 0.900
H 0.525 -1.417 -0.896
H 0.317 1.274 -1.192
H 0.704 1.387 1.200
```

- 2S+1: 1
- Gap between HOMO and LUMO: 9.55 eV

(2)
Here is an isolated molecule of C4H4 from the OMol25 dataset. Energies are from ωB97M-V with the def2-TZVPD basis set.

Geometry as XYZ:
```
8
C4H4 (ωB97M-V with the def2-TZVPD basis set)
C 0.497 0.584 0.632
C 1.186 1.243 1.460
C -0.729 0.273 -0.318
C 0.379 -0.651 -0.234
H -1.709 -0.062 0.068
H -0.900 1.006 -1.112
H 1.095 -0.904 -0.965
H 0.180 -1.488 0.468
```

- 2S+1: 1
- Gap between HOMO and LUMO: 9.91 eV

What are the relative energies? In hartree: (1) 0.0913; (2) 0.0000.

(1)
Here is a cluster of 3 separate species, C4H5Br2N in total from the OMol25 dataset. Energies are from ωB97M-V with the def2-TZVPD basis set.

Geometry as XYZ:
```
12
C4H5Br2N (ωB97M-V with the def2-TZVPD basis set)
N 0.099 -1.981 -3.171
C -0.840 -1.362 -3.381
Br -2.396 -0.548 -3.785
C 1.474 0.712 -0.883
C 1.195 1.318 0.095
C 1.064 1.997 1.453
H 1.457 0.098 -1.720
H 1.758 1.437 2.125
H 0.005 1.691 1.623
H 1.386 3.007 1.303
Br -2.636 -2.759 3.751
H -2.566 -3.610 2.590
```

- Structure (SMILES): N#CBr.C#CC.Br
- 2S+1: 1
- Gap between HOMO and LUMO: 10.09 eV

(2)
Here is a cluster of 2 separate species, C4H5Br2N in total from the OMol25 dataset. Energies are from ωB97M-V with the def2-TZVPD basis set.

Geometry as XYZ:
```
12
C4H5Br2N (ωB97M-V with the def2-TZVPD basis set)
C 0.130 -0.350 1.611
C -0.518 -0.624 0.470
C -0.220 -0.143 -0.894
Br -2.070 -1.756 0.586
H 1.097 0.232 1.500
H -0.277 -0.622 2.555
H 0.697 0.457 -0.941
H -0.075 -0.974 -1.491
H -1.027 0.507 -1.418
N -2.738 1.378 -2.063
C -3.513 0.905 -1.338
Br -4.799 0.248 -0.339
```

- Structure (SMILES): C=C(C)Br.N#CBr
- 2S+1: 1
- Gap between HOMO and LUMO: 9.63 eV

What are the relative energies? In hartree: (1) 0.0549; (2) 0.0000.